Entry 1:
C23H38Cl6F9N3O9 | ωB97M-V/def2-TZVPD

Atoms and positions in Å:
C -1.65 -2.28 4.07
O -1.56 -1.30 3.36
N -1.37 -3.54 3.69
C -0.85 -3.80 2.37
C -1.44 -4.64 4.66
H -2.01 -2.25 5.12
H -1.20 -4.75 1.96
H 0.24 -3.82 2.44
H -1.19 -3.03 1.68
H -1.46 -4.28 5.68
H -2.32 -5.23 4.39
H -0.60 -5.32 4.49
C 2.69 -0.58 -4.30
O 2.23 -1.53 -4.90
N 3.54 0.35 -4.80
C 4.18 0.24 -6.09
C 3.87 1.51 -3.99
H 2.43 -0.41 -3.24
H 3.80 -0.60 -6.66
H 5.22 -0.08 -5.93
H 4.15 1.16 -6.67
H 3.08 2.26 -4.07
H 3.90 1.23 -2.93
H 4.85 1.94 -4.19
C -0.84 2.20 2.05
O -0.54 2.43 0.89
N -2.10 1.90 2.45
C -2.37 1.67 3.85
C -3.24 2.07 1.58
H -0.12 2.17 2.88
H -1.46 1.46 4.41
H -2.98 0.76 3.90
H -2.98 2.44 4.33
H -3.66 3.07 1.63
H -3.03 1.74 0.57
H -4.03 1.37 1.88
C -0.46 0.85 -5.14
C -1.26 -0.29 -4.60
O -0.55 -1.04 -3.61
C -0.83 -2.30 -3.41
O -1.77 -2.88 -3.87
C 0.10 -2.97 -2.40
F 0.96 -3.76 -3.07
F 0.82 -2.09 -1.74
F -0.56 -3.79 -1.60
H -1.09 1.55 -5.69
H 0.37 0.60 -5.81
H -0.01 1.39 -4.30
H -1.57 -0.95 -5.42
H -2.17 0.06 -4.12
C 6.74 1.62 2.73
C 5.92 2.86 2.45
O 4.63 2.88 3.07
C 3.69 2.18 2.43
O 3.78 1.72 1.34
C 2.38 2.07 3.26
F 2.29 3.10 4.12
F 1.32 2.04 2.47
F 2.42 0.92 3.97
H 6.67 1.32 3.78
H 7.79 1.87 2.57
H 6.41 0.78 2.12
H 5.84 2.94 1.37
H 6.43 3.76 2.79
C -4.77 -2.04 2.61
C -4.08 -1.41 1.39
O -4.88 -1.50 0.22
C -4.38 -2.04 -0.88
O -3.37 -2.67 -0.91
C -5.20 -1.59 -2.12
F -5.45 -2.61 -2.94
F -6.37 -1.06 -1.78
F -4.47 -0.66 -2.75
H -5.83 -1.78 2.59
H -4.37 -1.54 3.49
H -4.52 -3.09 2.71
H -3.13 -1.90 1.21
H -3.87 -0.35 1.53
C 1.56 4.34 -0.63
Cl 2.10 5.69 0.36
Cl 2.73 4.01 -1.94
Cl -0.11 4.55 -1.20
H 1.53 3.44 -0.04
C -0.50 0.71 -0.15
Cl -1.93 1.03 -1.14
Cl 0.94 0.93 -1.16
Cl -0.59 -0.86 0.61
H -0.49 1.44 0.65

## Properties
charge: 0
energy above the lowest of the compared OMol25 structures with the same formula, charge and spin: 506.5 kJ/mol
Kohn-Sham gap: 8.416 eV

Entry 2:
C16H45CdN4O5 | ωB97M-V/def2-TZVPD

Atoms and positions in Å:
Cd 0.20 -0.78 1.32
O 1.57 0.64 0.90
H 2.04 1.34 0.46
C 3.40 -3.63 2.27
C 2.52 -2.65 1.50
C 1.83 -3.20 0.29
O 1.01 -2.15 -0.24
C 0.42 -2.49 -1.46
N 1.53 -2.01 2.43
H 3.74 -3.12 3.17
H 4.29 -3.92 1.71
H 2.86 -4.51 2.62
H 3.16 -1.82 1.19
H 1.24 -4.07 0.62
H 2.50 -3.62 -0.46
H 0.00 -1.60 -1.94
H -0.38 -3.24 -1.34
H 1.09 -2.95 -2.19
H 0.92 -2.75 2.78
H 2.08 -1.72 3.23
C -1.39 2.56 0.55
C -2.13 1.34 -0.02
C -2.65 1.63 -1.43
O -3.56 0.58 -1.72
C -4.46 0.91 -2.78
N -1.22 0.12 -0.11
H -0.54 2.77 -0.11
H -0.89 2.39 1.51
H -2.09 3.39 0.63
H -2.95 1.05 0.64
H -1.82 1.75 -2.14
H -3.21 2.57 -1.40
H -4.89 -0.04 -3.09
H -3.91 1.31 -3.63
H -5.26 1.57 -2.45
H -1.96 -0.46 -0.51
H -0.62 0.31 -0.91
C -3.41 -2.36 3.02
C -2.26 -1.51 2.53
C -1.52 -0.85 3.70
O -0.55 0.07 3.13
C 0.11 0.77 4.17
N -1.37 -2.28 1.64
H -3.95 -2.83 2.20
H -4.18 -1.75 3.50
H -3.16 -3.13 3.75
H -2.73 -0.66 2.03
H -0.97 -1.55 4.33
H -2.24 -0.29 4.30
H 0.84 1.50 3.82
H 0.71 0.11 4.80
H -0.58 1.36 4.78
H -1.98 -2.58 0.89
H -1.17 -3.13 2.16
C 3.10 2.47 -1.88
C 1.60 2.42 -2.25
C 1.38 2.42 -3.78
O 1.48 3.75 -4.31
C 2.39 3.81 -5.41
N 1.06 1.15 -1.75
H 3.63 3.31 -2.33
H 3.59 1.51 -2.03
H 3.21 2.64 -0.80
H 1.20 3.33 -1.80
H 0.34 2.15 -3.97
H 2.07 1.68 -4.18
H 3.42 3.58 -5.13
H 2.35 4.83 -5.80
H 2.19 3.06 -6.18
H 1.36 1.08 -0.77
H 1.58 0.44 -2.26

## Properties
charge: +1
energy above the lowest of the compared OMol25 structures with the same formula, charge and spin: 0.0 kJ/mol
Kohn-Sham gap: 8.810 eV

Entry 3:
C5H2N2O2S | ωB97M-V/def2-TZVPD

Atoms and positions in Å:
C 1.47 -1.06 -0.41
C 0.18 -1.20 -0.30
S -1.20 -1.83 -1.13
C -0.89 -1.15 0.56
O -1.34 -1.01 1.62
H 1.90 -1.37 -1.31
H 2.10 -0.57 0.30
N -0.15 2.18 -2.07
C -0.36 1.80 -1.01
N -0.49 1.13 0.10
C -0.55 1.44 1.27
O -0.67 1.64 2.39

## Properties
charge: 0
energy above the lowest of the compared OMol25 structures with the same formula, charge and spin: 10.6 kJ/mol
Kohn-Sham gap: 8.869 eV

Entry 4:
C4H4FN | ωB97M-V/def2-TZVPD

Atoms and positions in Å:
C -0.43 -1.40 -0.24
C 0.04 -0.19 -0.04
C -0.97 0.29 -1.07
C 0.91 0.61 0.89
N -1.38 -0.94 -1.44
F -1.27 1.48 -1.55
H -0.12 -2.38 -0.03
H 1.65 1.31 0.47
H 1.29 -0.16 1.59
H 0.27 1.39 1.42

## Properties
charge: 0
energy above the lowest of the compared OMol25 structures with the same formula, charge and spin: 328.1 kJ/mol
Kohn-Sham gap: 8.681 eV

Entry 5:
CH3Cl2NOS | ωB97M-V/def2-TZVPD

Atoms and positions in Å:
C -1.03 -0.39 0.45
N 1.35 -0.43 -0.76
O 0.43 1.80 0.55
S -0.17 0.96 -0.47
Cl -2.85 -0.25 0.06
Cl 2.42 0.01 0.36
H -0.63 -1.21 0.00
H -1.00 -0.19 1.54
H 1.49 -0.29 -1.74

## Properties
charge: 0
energy above the lowest of the compared OMol25 structures with the same formula, charge and spin: 84.6 kJ/mol
Kohn-Sham gap: 9.432 eV

Entry 6:
C15H36AsCl3GeN4O4PPt | ωB97M-V/def2-TZVPD

Atoms and positions in Å:
Pt 0.89 -0.12 -0.74
Cl 3.03 -0.03 -2.02
Ge 3.42 0.23 0.35
Cl 4.98 -1.27 0.55
Cl 4.41 2.12 0.31
C 2.00 5.39 -1.16
C 1.71 3.94 -1.54
O 0.75 3.45 -0.59
P 0.25 2.03 -0.10
O 0.64 1.92 1.44
C 0.51 3.04 2.36
C 1.82 3.78 2.52
O -1.31 2.33 -0.02
C -2.04 2.71 -1.20
C -2.77 4.01 -0.95
H 2.58 5.86 -1.94
H 2.56 5.44 -0.23
H 1.07 5.93 -1.04
H 2.62 3.34 -1.52
H 1.27 3.90 -2.53
H 0.21 2.60 3.32
H -0.28 3.71 2.01
H 2.62 3.09 2.79
H 1.72 4.52 3.32
H 2.09 4.29 1.60
H -2.75 1.90 -1.42
H -1.35 2.81 -2.04
H -3.44 3.94 -0.09
H -3.37 4.27 -1.83
H -2.06 4.81 -0.77
C 0.09 -2.83 -1.97
N -0.10 -4.26 -2.00
C 1.17 -4.93 -2.26
N 2.10 -4.59 -1.20
C 2.33 -3.17 -1.17
N 1.05 -2.46 -0.90
C 0.53 -2.98 0.38
N 0.32 -4.41 0.33
C -0.62 -4.73 -0.73
C 1.60 -5.07 0.07
H -0.87 -2.33 -1.77
H 0.48 -2.49 -2.93
H 1.57 -4.60 -3.22
H 1.02 -6.01 -2.29
H 2.72 -2.84 -2.13
H 3.05 -2.92 -0.38
H -0.43 -2.49 0.59
H 1.25 -2.75 1.17
H -1.58 -4.23 -0.53
H -0.79 -5.81 -0.77
H 1.46 -6.16 0.04
H 2.30 -4.84 0.87
C -3.76 -1.92 0.94
As -2.49 -0.44 1.10
C -1.52 -0.68 2.78
C -3.63 1.12 1.28
O -1.44 -0.57 -0.19
H -4.26 -2.06 1.90
H -3.26 -2.85 0.67
H -4.52 -1.69 0.18
H -2.23 -0.86 3.58
H -0.95 0.23 2.97
H -0.83 -1.52 2.71
H -4.32 0.90 2.10
H -4.21 1.31 0.38
H -3.04 2.00 1.54

## Properties
charge: +2
energy above the lowest of the compared OMol25 structures with the same formula, charge and spin: 177.2 kJ/mol
multiplicity: 4
Kohn-Sham gap (spin up / spin down): 8.587 / 5.322 eV

Entry 7:
C26H58B3N7O11 | ωB97M-V/def2-TZVPD

Atoms and positions in Å:
H -2.40 0.83 -4.44
N -2.28 0.42 -3.49
C -2.37 1.42 -2.54
C -2.26 0.96 -0.94
C -2.64 3.00 -2.88
B -1.54 3.68 -3.91
O -1.88 4.85 -4.79
B -1.28 4.60 -6.14
O 0.20 4.34 -6.21
B 0.58 4.14 -4.80
C 1.80 5.04 -4.10
C 1.27 5.93 -2.84
C 0.07 6.99 -3.18
O -1.05 6.70 -2.26
C -0.77 7.19 -0.89
C -0.17 6.26 0.35
O -1.05 8.48 -0.60
O -0.14 3.16 -3.95
H -3.23 1.41 -0.42
H -2.30 -0.22 -0.84
H -1.34 1.42 -0.38
H -3.70 3.14 -3.35
H -2.60 3.61 -1.88
H -1.94 4.55 -7.11
H 2.56 4.23 -3.67
H 2.43 5.66 -4.90
H 2.17 6.56 -2.38
H 0.86 5.18 -2.01
H 0.38 8.13 -2.98
H -0.33 6.96 -4.28
H 0.82 6.82 0.70
H 0.05 5.15 0.03
H -0.92 6.19 1.27
C 0.97 -1.99 3.47
N 0.16 -1.43 2.41
C 0.80 -0.95 1.20
C -1.22 -1.34 2.51
O -1.96 -0.88 1.66
H 1.68 -1.23 3.80
H 1.52 -2.85 3.07
H 0.36 -2.31 4.31
H 0.58 0.11 1.07
H 0.41 -1.51 0.34
H 1.89 -1.09 1.27
H -1.60 -1.73 3.47
C 3.09 -3.38 -3.77
N 2.48 -2.33 -2.99
C 1.45 -1.51 -3.60
C 2.84 -2.08 -1.68
O 2.36 -1.21 -0.96
H 3.57 -2.93 -4.64
H 2.32 -4.08 -4.08
H 3.85 -3.91 -3.18
H 1.77 -0.46 -3.58
H 0.53 -1.61 -3.02
H 1.27 -1.82 -4.63
H 3.63 -2.76 -1.31
C -7.70 -0.16 -1.37
N -6.88 0.96 -0.94
C -7.28 2.30 -1.33
C -5.74 0.80 -0.19
O -5.01 1.69 0.20
H -7.74 -0.17 -2.46
H -8.71 -0.03 -0.96
H -7.28 -1.10 -1.01
H -6.48 2.76 -1.91
H -7.44 2.90 -0.42
H -8.20 2.28 -1.92
H -5.53 -0.26 0.05
C -0.19 -7.37 0.96
N 0.63 -6.25 1.38
C 0.23 -4.92 1.00
C 1.77 -6.42 2.14
O 2.50 -5.52 2.53
H -0.23 -7.39 -0.13
H -1.20 -7.25 1.36
H 0.23 -8.32 1.31
H 1.03 -4.46 0.41
H 0.06 -4.32 1.90
H -0.69 -4.94 0.41
H 1.98 -7.48 2.37
C 5.35 5.66 1.39
N 4.10 5.25 1.99
C 4.02 3.95 2.63
C 2.98 6.05 1.97
O 1.89 5.77 2.46
H 5.62 4.94 0.61
H 6.12 5.68 2.16
H 5.26 6.65 0.95
H 3.25 3.35 2.14
H 3.75 4.09 3.68
H 4.98 3.43 2.57
H 3.15 7.01 1.46
C 2.09 -7.14 5.87
N 1.36 -8.39 5.85
C 1.81 -9.48 6.70
C 0.24 -8.57 5.06
O -0.42 -9.59 5.00
H 3.12 -7.34 5.56
H 2.08 -6.74 6.88
H 1.65 -6.41 5.19
H 2.04 -10.34 6.07
H 1.00 -9.75 7.39
H 2.69 -9.18 7.26
H -0.01 -7.68 4.46

## Properties
charge: 0
Kohn-Sham gap: 9.120 eV

Entry 8:
C44H67N13O3S2 | ωB97M-V/def2-TZVPD

Atoms and positions in Å:
C -0.76 -1.64 -1.59
C 0.39 -2.40 -0.92
C 1.45 -2.85 -1.95
C 2.86 -2.27 -1.90
C 3.91 -2.92 -0.95
C 3.91 -4.47 -0.92
C 3.24 -5.21 0.22
C 1.88 -5.51 0.22
C 1.25 -6.18 1.27
C 1.99 -6.56 2.38
C 3.35 -6.29 2.39
C 3.99 -5.62 1.34
C 5.47 -5.36 1.50
C 4.09 -2.25 0.43
C 2.94 -2.35 1.46
C 2.35 -1.07 2.04
C 1.60 -1.41 3.35
S -0.17 -0.94 3.30
C 4.67 -0.85 0.19
O 4.40 -0.28 -1.12
S 2.96 -0.49 -1.73
O 1.93 0.08 -0.90
O 3.02 0.07 -3.05
H -0.37 -0.95 -2.33
H -1.32 -1.09 -0.83
H -1.47 -2.33 -2.05
H -0.05 -3.29 -0.48
H 0.78 -1.80 -0.11
H 1.52 -3.93 -1.93
H 1.05 -2.62 -2.94
H 3.27 -2.43 -2.89
H 4.86 -2.68 -1.43
H 3.46 -4.82 -1.85
H 4.94 -4.80 -0.97
H 1.26 -5.23 -0.62
H 0.19 -6.36 1.21
H 1.49 -7.05 3.20
H 3.92 -6.58 3.27
H 6.01 -5.66 0.61
H 5.83 -5.92 2.36
H 5.68 -4.32 1.71
H 4.91 -2.82 0.85
H 3.30 -2.93 2.30
H 2.12 -2.95 1.06
H 3.11 -0.35 2.34
H 1.63 -0.57 1.40
H 1.60 -2.48 3.54
H 2.09 -0.96 4.21
H -0.44 -0.70 2.01
H 5.76 -0.92 0.22
H 4.40 -0.11 0.93
C -0.99 2.07 0.49
C -2.04 1.22 -0.03
N -2.86 0.54 -0.47
H -1.11 3.09 0.11
H -1.00 2.09 1.57
H 0.00 1.71 0.17
C -0.93 3.34 -3.51
C -1.35 4.03 -2.31
N -1.66 4.56 -1.34
H -0.68 2.30 -3.28
H -1.72 3.33 -4.27
H -0.05 3.81 -3.95
C -5.22 2.79 -1.56
C -6.52 3.09 -2.12
N -7.54 3.35 -2.58
H -4.57 3.65 -1.56
H -5.31 2.44 -0.53
H -4.72 2.00 -2.13
C -5.00 1.55 3.28
C -3.59 1.88 3.36
N -2.47 2.14 3.42
H -5.61 2.36 3.66
H -5.30 1.36 2.25
H -5.22 0.65 3.87
C -2.26 0.14 -6.32
C -2.32 1.59 -6.29
N -2.37 2.74 -6.27
H -1.64 -0.24 -5.50
H -3.25 -0.30 -6.21
H -1.83 -0.22 -7.25
C 6.27 -0.14 3.84
C 6.23 -1.55 3.46
N 6.20 -2.66 3.18
H 5.93 -0.01 4.87
H 7.29 0.25 3.76
H 5.63 0.45 3.19
C 1.99 1.17 6.75
C 3.18 0.43 6.39
N 4.12 -0.15 6.09
H 1.20 1.03 6.01
H 1.59 0.84 7.72
H 2.19 2.24 6.82
C 2.57 3.53 3.41
C 2.26 4.09 4.71
N 2.01 4.51 5.75
H 2.79 2.47 3.48
H 1.73 3.66 2.72
H 3.44 4.03 2.97
C -8.82 5.93 -4.34
C -8.87 7.39 -4.27
N -8.91 8.53 -4.22
H -8.20 5.52 -3.54
H -9.81 5.50 -4.24
H -8.40 5.60 -5.28
C -3.78 7.13 -3.49
C -4.01 5.70 -3.60
N -4.18 4.56 -3.67
H -4.00 7.48 -2.49
H -2.75 7.37 -3.73
H -4.43 7.67 -4.18
C -8.40 -0.66 -1.05
C -7.55 0.21 -0.24
N -6.88 0.89 0.39
H -7.80 -1.39 -1.59
H -9.11 -1.19 -0.42
H -8.96 -0.07 -1.78
C 3.05 -3.18 8.09
C 1.71 -2.80 7.66
N 0.66 -2.47 7.32
H 3.70 -2.31 8.12
H 3.03 -3.63 9.08
H 3.48 -3.90 7.39
C 0.35 1.86 -8.91
C 0.08 0.44 -8.99
N -0.13 -0.69 -9.04
H 0.12 2.24 -7.91
H 1.39 2.08 -9.12
H -0.27 2.41 -9.62

## Properties
charge: 0
energy above the lowest of the compared OMol25 structures with the same formula, charge and spin: 26.5 kJ/mol
Kohn-Sham gap: 8.952 eV

| no. | largest force on an atom (eV/A) |
| --- | --- |
| 1 | 11.72 |
| 2 | 3.12 |
| 3 | 1.58 |
| 4 | 5.07 |
| 5 | 4.62 |
| 6 | 1.88 |
| 7 | 8.85 |
| 8 | 2.05 |